Record 1
Density functional theory data (ωB97M-V/def2-TZVPD) for a 10-piece molecular cluster, C40H110N10O10 overall at a distorted geometry.

Geometry as XYZ:
```
170
C40H110N10O10 ωB97M-V/def2-TZVPD
C 2.467 -0.741 -0.219
O 1.153 -0.781 -0.775
C 0.819 0.359 -1.526
C -0.687 0.322 -1.796
C -1.124 1.409 -2.750
N -1.472 0.509 -0.526
H 3.258 -0.737 -0.994
H 2.726 -1.665 0.318
H 2.550 0.110 0.467
H 1.111 1.314 -1.074
H 1.325 0.253 -2.507
H -0.959 -0.663 -2.191
H -2.162 1.336 -3.063
H -0.592 1.399 -3.712
H -0.895 2.366 -2.267
H -0.946 1.232 -0.012
H -1.388 -0.329 0.114
C -3.765 -3.149 -9.654
O -4.436 -2.728 -8.512
C -3.886 -1.610 -7.934
C -4.595 -1.358 -6.658
C -4.388 0.100 -6.246
N -3.970 -2.150 -5.592
H -3.855 -4.230 -9.706
H -2.691 -2.887 -9.639
H -4.126 -2.674 -10.580
H -2.819 -1.754 -7.713
H -3.944 -0.726 -8.584
H -5.673 -1.516 -6.750
H -4.309 0.809 -7.068
H -3.451 0.142 -5.692
H -5.188 0.404 -5.570
H -4.204 -3.143 -5.703
H -4.335 -1.916 -4.670
C 0.391 6.874 3.453
O -0.616 6.028 2.868
C -0.916 6.368 1.501
C -1.538 5.154 0.866
C -1.364 5.065 -0.656
N -2.883 4.969 1.247
H 0.014 7.892 3.585
H 1.354 6.761 2.930
H 0.631 6.451 4.440
H -1.605 7.238 1.485
H -0.021 6.664 0.934
H -0.893 4.368 1.281
H -1.916 4.218 -1.067
H -0.315 4.883 -0.905
H -1.748 5.971 -1.138
H -3.115 4.016 1.468
H -3.088 5.522 2.075
C -3.734 1.006 2.611
O -3.831 0.386 3.882
C -4.680 1.077 4.803
C -3.885 2.069 5.637
C -2.789 1.378 6.437
N -4.847 2.658 6.587
H -4.726 1.131 2.149
H -3.062 0.388 2.017
H -3.294 2.017 2.662
H -5.420 1.592 4.165
H -5.193 0.336 5.408
H -3.408 2.853 5.028
H -2.149 2.129 6.892
H -2.271 0.637 5.833
H -3.266 0.793 7.233
H -5.517 3.249 6.081
H -4.464 3.316 7.265
C -4.345 -4.752 3.026
O -3.997 -4.129 1.782
C -3.216 -2.996 1.862
C -1.767 -3.276 1.615
C -1.136 -3.962 2.837
N -1.042 -2.012 1.274
H -4.374 -4.005 3.855
H -3.706 -5.560 3.399
H -5.407 -5.041 3.003
H -3.544 -2.247 1.130
H -3.310 -2.470 2.828
H -1.635 -3.891 0.719
H -0.112 -4.338 2.677
H -1.725 -4.831 3.177
H -0.966 -3.283 3.683
H -0.110 -2.212 0.937
H -0.813 -1.379 2.061
C 6.832 -4.599 5.841
O 7.200 -3.823 4.740
C 6.111 -3.456 3.985
C 6.558 -2.461 2.930
C 7.395 -1.321 3.471
N 5.375 -1.961 2.206
H 6.151 -5.420 5.580
H 6.330 -4.071 6.680
H 7.770 -4.954 6.281
H 5.664 -4.323 3.492
H 5.392 -2.907 4.611
H 7.208 -3.016 2.220
H 8.369 -1.720 3.754
H 6.960 -0.918 4.397
H 7.504 -0.494 2.774
H 5.707 -1.259 1.531
H 4.978 -2.660 1.571
C 1.057 -0.968 -5.495
O 1.224 0.405 -5.186
C 1.135 1.209 -6.316
C 1.092 2.652 -5.897
C -0.275 3.362 -5.952
N 2.077 3.461 -6.681
H 1.938 -1.343 -6.052
H 0.196 -1.157 -6.146
H 1.013 -1.501 -4.551
H 2.009 1.088 -6.987
H 0.278 0.904 -6.936
H 1.424 2.668 -4.846
H -0.363 4.027 -6.822
H -0.434 4.071 -5.129
H -1.158 2.719 -5.990
H 2.078 4.406 -6.328
H 2.992 3.027 -6.561
C -2.357 -4.586 -2.755
O -3.438 -5.113 -2.064
C -4.618 -4.556 -2.523
C -5.805 -5.343 -2.084
C -7.101 -4.707 -2.532
N -5.837 -5.601 -0.643
H -2.389 -4.849 -3.831
H -1.422 -5.005 -2.383
H -2.301 -3.488 -2.692
H -4.704 -3.546 -2.083
H -4.548 -4.461 -3.615
H -5.789 -6.337 -2.544
H -7.351 -3.741 -2.081
H -7.882 -5.372 -2.146
H -7.203 -4.638 -3.615
H -5.122 -6.297 -0.430
H -5.464 -4.763 -0.174
C 9.045 2.409 2.509
O 8.522 2.001 1.341
C 7.131 2.269 1.305
C 6.565 1.738 0.047
C 5.054 1.905 -0.071
N 6.842 0.275 0.026
H 8.989 3.502 2.589
H 10.099 2.145 2.510
H 8.557 1.940 3.367
H 6.693 1.864 2.229
H 7.035 3.367 1.347
H 7.126 2.168 -0.790
H 4.562 1.119 0.493
H 4.856 1.844 -1.148
H 4.573 2.840 0.232
H 7.801 0.105 0.343
H 6.851 -0.030 -0.950
C 3.991 2.261 3.614
O 2.786 2.115 2.893
C 1.983 1.101 3.431
C 0.571 1.304 2.946
C 0.026 2.693 3.329
N -0.324 0.180 3.393
H 3.779 2.293 4.690
H 4.472 3.170 3.275
H 4.616 1.378 3.415
H 2.386 0.110 3.174
H 2.007 1.184 4.537
H 0.508 1.306 1.841
H -0.040 2.779 4.422
H -0.909 3.003 2.870
H 0.744 3.445 2.969
H -0.224 0.179 4.419
H -1.309 0.395 3.265
```

Calculated values
E_HOMO	-0.31349	hartree
relative energy (zero: lowest compared OMol25 entry of this formula, charge and spin)	2.127	eV
calculated total energy	-78633.640	eV
net charge	0

Mulliken population analysis, charges in e, atoms 1 to 8: atom 1 (C): -0.56, atom 2 (O): -0.23, atom 3 (C): -0.36, atom 4 (C): 0.47, atom 5 (C): -0.88, atom 6 (N): -0.30, atom 7 (H): 0.44, atom 8 (H): 0.21

***

Record 2
Density functional theory data (ωB97M-V/def2-TZVPD) for a 10-piece molecular cluster, C40H110N10O10 overall at a distorted geometry.

Geometry as XYZ:
```
170
C40H110N10O10 ωB97M-V/def2-TZVPD
C -5.234 6.886 -1.023
O -3.953 6.397 -1.214
C -3.996 5.502 -2.265
C -4.323 4.129 -1.765
C -3.297 3.605 -0.730
N -4.296 3.126 -2.906
H -5.190 7.440 -0.090
H -5.922 6.084 -0.876
H -5.520 7.582 -1.798
H -4.684 5.813 -3.042
H -3.012 5.479 -2.721
H -5.303 4.218 -1.279
H -3.715 2.746 -0.154
H -3.002 4.384 -0.038
H -2.455 3.248 -1.291
H -4.684 2.231 -2.587
H -4.879 3.441 -3.695
C 4.185 5.009 0.987
O 4.490 3.989 1.910
C 3.277 3.619 2.564
C 3.392 2.329 3.330
C 3.630 1.265 2.358
N 2.055 2.162 3.938
H 5.105 5.327 0.473
H 3.734 5.905 1.404
H 3.557 4.541 0.234
H 2.893 4.411 3.244
H 2.579 3.570 1.728
H 4.196 2.425 4.091
H 4.499 1.427 1.713
H 2.745 1.158 1.743
H 3.785 0.338 2.876
H 2.128 1.392 4.616
H 1.974 2.893 4.632
C -1.625 3.676 -5.651
O -0.617 2.955 -4.946
C -1.099 1.703 -4.510
C 0.029 0.781 -4.038
C 0.996 1.483 -3.098
N 0.788 0.257 -5.278
H -1.263 4.706 -5.763
H -2.517 3.740 -5.039
H -1.808 3.253 -6.641
H -1.882 1.921 -3.743
H -1.641 1.183 -5.306
H -0.430 -0.053 -3.522
H 0.455 1.955 -2.279
H 1.465 2.229 -3.758
H 1.755 0.822 -2.675
H 0.142 -0.088 -5.973
H 1.254 1.071 -5.682
C -1.310 -3.444 6.305
O -2.295 -2.476 6.221
C -2.625 -2.178 4.870
C -3.798 -1.224 4.808
C -4.017 -0.713 3.393
N -3.628 -0.070 5.757
H -1.705 -4.433 6.021
H -0.945 -3.543 7.308
H -0.452 -3.339 5.641
H -1.727 -1.733 4.439
H -2.841 -3.072 4.260
H -4.644 -1.771 5.257
H -4.308 -1.510 2.745
H -2.992 -0.424 3.090
H -4.632 0.191 3.505
H -3.352 -0.290 6.697
H -2.928 0.599 5.434
C 6.520 -1.383 0.725
O 6.454 -2.772 0.512
C 5.699 -2.975 -0.635
C 5.786 -4.416 -1.090
C 7.189 -4.566 -1.565
N 4.765 -4.604 -2.131
H 6.991 -1.229 1.706
H 5.513 -0.940 0.607
H 7.180 -0.973 -0.082
H 4.649 -2.733 -0.488
H 6.190 -2.308 -1.349
H 5.513 -5.060 -0.261
H 7.292 -5.657 -1.669
H 7.835 -4.250 -0.770
H 7.344 -4.071 -2.540
H 4.952 -3.951 -2.904
H 4.881 -5.537 -2.561
C -3.374 -2.255 -4.303
O -4.314 -1.833 -3.387
C -3.817 -0.804 -2.590
C -4.780 -0.435 -1.552
C -5.242 -1.694 -0.764
N -5.895 0.369 -2.054
H -3.812 -3.089 -4.815
H -2.452 -2.662 -3.850
H -3.165 -1.371 -4.919
H -2.891 -1.159 -2.085
H -3.553 0.134 -3.089
H -4.297 0.242 -0.841
H -5.728 -2.319 -1.529
H -5.975 -1.424 0.006
H -4.447 -2.221 -0.252
H -6.508 0.616 -1.301
H -6.440 -0.197 -2.703
C 4.225 -3.762 -7.889
O 4.145 -3.735 -6.511
C 2.850 -3.446 -6.159
C 2.603 -3.522 -4.646
C 1.080 -3.216 -4.472
N 3.528 -2.601 -3.966
H 3.845 -2.802 -8.286
H 3.636 -4.590 -8.363
H 5.281 -3.874 -8.173
H 2.649 -2.387 -6.391
H 2.122 -4.078 -6.684
H 2.772 -4.499 -4.169
H 0.421 -3.682 -5.224
H 0.881 -2.160 -4.361
H 0.790 -3.718 -3.554
H 3.483 -1.662 -4.387
H 3.427 -2.577 -2.959
C -0.249 6.032 3.255
O -0.829 5.057 4.068
C -1.846 4.375 3.460
C -2.358 3.226 4.278
C -2.933 3.724 5.636
N -1.265 2.210 4.538
H 0.201 5.616 2.370
H 0.587 6.491 3.792
H -0.961 6.829 3.037
H -2.673 5.055 3.229
H -1.520 4.114 2.458
H -3.135 2.761 3.697
H -2.013 4.123 6.043
H -3.364 2.884 6.168
H -3.661 4.526 5.532
H -0.652 2.051 3.711
H -0.677 2.613 5.267
C 1.550 -1.882 4.351
O 0.765 -2.689 3.534
C 1.502 -3.827 3.087
C 0.659 -4.617 2.164
C -0.438 -5.428 2.853
N 1.513 -5.539 1.323
H 2.390 -1.457 3.804
H 1.927 -2.333 5.291
H 0.886 -1.080 4.682
H 2.415 -3.475 2.535
H 1.737 -4.391 3.971
H 0.259 -3.939 1.386
H -0.005 -6.167 3.538
H -0.959 -6.052 2.124
H -1.042 -4.719 3.388
H 1.926 -6.326 1.836
H 2.346 -4.999 1.135
C 2.207 -1.362 -0.607
O 1.237 -0.433 -0.355
C 0.549 -0.734 0.838
C -0.677 0.110 1.185
C -1.827 -0.013 0.232
N -0.224 1.509 1.197
H 3.028 -1.240 0.121
H 2.496 -1.252 -1.656
H 1.939 -2.407 -0.495
H 0.302 -1.790 0.943
H 1.256 -0.566 1.665
H -0.898 -0.163 2.221
H -1.446 0.194 -0.764
H -2.571 0.679 0.612
H -2.219 -1.036 0.250
H -0.380 1.892 0.266
H 0.784 1.454 1.302
```

Calculated values
E_HOMO	-0.31445	hartree
relative energy (zero: lowest compared OMol25 entry of this formula, charge and spin)	2.606	eV
calculated total energy	-78633.162	eV
net charge	0

Mulliken population analysis, charges in e, atoms 1 to 8: atom 1 (C): -0.77, atom 2 (O): -0.33, atom 3 (C): -0.79, atom 4 (C): 0.65, atom 5 (C): -0.96, atom 6 (N): -0.31, atom 7 (H): 0.28, atom 8 (H): 0.34

***

- The lowest E_HOMO belongs to which entry?
  number 2